Entry 1:
{"formula": "C6H11FO", "method": "wB97M-V/def2-TZVPD", "elements": ["C", "C", "C", "C", "C", "C", "H", "H", "H", "H", "H", "H", "H", "H", "H", "H", "H", "O", "F"], "xyz": [[-2.109, -0.915, -1.376], [-0.956, 0.104, -1.130], [-0.754, 0.387, 0.328], [-0.030, -0.827, 1.053], [0.694, 0.421, 0.905], [1.157, 1.248, 2.111], [-3.076, -0.159, -1.745], [-1.782, -1.867, -2.378], [-2.177, -1.585, -0.262], [-0.942, 0.974, -1.960], [-1.839, 0.693, 0.739], [0.215, -1.540, 0.291], [-0.443, -0.942, 2.109], [2.131, 0.612, 2.432], [1.798, 2.178, 1.786], [0.380, 1.573, 2.875], [1.372, 0.057, -0.866], [1.743, 0.373, 0.065], [0.268, -0.610, -1.654]], "total_charge": 0}


Entry 2:
{"formula": "C6H11FO5", "method": "wB97M-V/def2-TZVPD", "elements": ["O", "C", "C", "O", "O", "C", "C", "F", "C", "O", "C", "O", "H", "H", "H", "H", "H", "H", "H", "H", "H", "H", "H"], "xyz": [[-0.256, -0.967, 1.974], [-1.345, -0.113, 1.617], [-1.037, 0.674, 0.287], [-2.066, 1.601, 0.138], [-1.047, -0.177, -0.857], [0.316, -0.492, -1.293], [0.691, -1.960, -1.233], [-0.041, -2.720, -2.158], [1.240, 0.395, -0.393], [2.010, -0.324, 0.547], [0.288, 1.427, 0.231], [0.101, 2.512, -0.695], [-0.623, -1.509, 2.724], [-2.231, -0.800, 1.303], [-1.733, 0.509, 2.480], [-1.661, 2.279, -0.414], [0.379, -0.272, -2.356], [1.719, -2.025, -1.374], [0.464, -2.386, -0.233], [1.970, 0.862, -1.148], [1.470, -0.625, 1.273], [0.705, 1.877, 1.169], [0.688, 2.234, -1.590]], "smiles": "OC[C@]1(O)O[C@H](CF)[C@H](O)[C@H]1O", "total_charge": 0}


Entry 3:
{"formula": "C6H11I2N3", "method": "wB97M-V/def2-TZVPD", "elements": ["C", "C", "C", "C", "C", "C", "N", "N", "N", "I", "I", "H", "H", "H", "H", "H", "H", "H", "H", "H", "H", "H"], "xyz": [[-0.441, 1.126, 0.336], [0.584, 0.366, -0.421], [1.776, -1.806, -0.788], [1.782, -0.532, 1.609], [1.058, -0.930, 0.269], [-2.934, 1.485, -0.363], [-0.084, -0.081, -1.646], [-1.257, 0.320, -1.655], [-1.618, 1.071, -0.634], [-3.900, 0.250, 1.130], [-3.980, 1.632, -2.219], [-0.884, 0.487, 1.228], [-0.184, 2.211, 0.410], [1.469, 0.911, -0.895], [2.250, -1.176, -1.486], [1.083, -2.465, -1.127], [2.496, -2.440, -0.239], [2.795, 0.072, 1.462], [2.037, -1.564, 2.170], [0.999, 0.068, 2.288], [0.040, -1.496, 0.570], [-3.088, 2.490, 0.001]], "total_charge": 0}


E_LUMO across the listed records, respectively: 0.8 0.4 -0.2 eV.
Calculated total energy across the listed records, respectively: -410.1283 -711.2352 -994.7548 hartree.
Gap between HOMO and LUMO across the listed records, respectively: 10.1 10.6 8.8 eV.